73
Properties=species:S:1:pos:R:3:forces:R:3 method="wB97M-V/def2-TZVPD" gap_ev=2.678 multiplicity=1 homo_ev=-5.682 energy_ev=-60589.822
O 3.9490 0.7041 -1.7519 -0.285 -0.238 0.577
C 4.7681 0.9112 -2.6831 0.808 0.278 -1.319
C 5.3811 2.2152 -2.9475 -0.628 -0.570 0.225
C 5.9393 2.5179 -4.1653 0.218 0.052 -0.067
C 6.0914 1.5351 -5.1612 0.034 0.048 -0.243
C 6.6413 1.8699 -6.4426 0.620 0.397 -1.515
N 7.0831 2.1454 -7.4931 -0.777 -0.487 1.851
C 5.7110 0.2126 -4.8665 0.223 -0.053 -0.136
C 5.1511 -0.1133 -3.6557 -0.508 0.494 0.507
H 5.2829 2.9742 -2.1774 -0.097 0.003 -0.092
H 6.2802 3.5349 -4.3871 -0.079 -0.343 0.174
H 5.8739 -0.5554 -5.6298 -0.017 0.199 0.318
H 4.8746 -1.1376 -3.4257 -0.080 0.040 -0.088
F 1.1845 -0.5439 7.6015 0.039 -0.683 -0.799
C 1.4171 -1.4026 6.5804 1.765 0.071 0.245
F 2.2433 -0.7735 5.6760 -0.692 -0.354 1.067
F 2.1239 -2.4753 7.0797 -0.580 1.202 -0.245
C 0.1922 -1.8981 5.8742 0.173 -0.549 -0.765
N 0.6881 -2.7209 4.7511 -0.320 1.090 0.711
C 0.5147 -4.1142 4.9058 0.021 -1.260 0.496
C -0.7881 -4.6301 4.8429 0.586 0.047 -0.160
C -0.9984 -5.9831 5.0772 0.086 -0.055 0.047
C 0.0815 -6.8073 5.4197 0.016 0.108 -0.065
C 1.3720 -6.2761 5.5334 -0.161 -0.082 -0.105
C 1.5975 -4.9277 5.2722 -0.509 0.336 -0.269
C 0.6936 -2.1588 3.4780 0.349 0.232 -0.345
C 1.8189 -2.3264 2.6419 -0.243 -0.191 0.148
C 1.8773 -1.6514 1.4456 -0.154 0.046 -0.122
C 0.7542 -0.9217 0.9522 -0.006 -0.663 0.365
C 0.9406 -0.1743 -0.2287 -0.327 0.199 -0.152
C 0.0065 0.6899 -0.8361 0.182 0.842 0.102
C 0.2200 1.1195 -2.1792 0.251 0.077 0.052
C -0.7041 1.9109 -2.8239 -0.018 0.146 0.120
C -1.9400 2.2105 -2.2074 0.429 -0.466 -0.048
N -2.8782 2.9965 -2.8607 0.623 0.706 -0.728
C -2.4933 4.3063 -3.4132 -0.004 -0.945 0.139
C -2.5806 5.3396 -2.3235 -0.392 0.658 1.531
F -2.0474 6.5451 -2.6468 -0.478 -1.107 0.125
F -3.8977 5.5411 -1.9742 1.234 0.015 -0.226
F -1.9397 4.8899 -1.1911 -0.510 0.644 -0.960
C -4.1963 2.5283 -3.0561 -1.407 -0.138 0.135
C -5.1385 2.6920 -2.0293 0.225 -0.116 -0.374
C -6.4449 2.2450 -2.2059 0.083 -0.126 -0.098
C -6.8045 1.5968 -3.3926 0.162 0.067 0.098
C -5.8674 1.4387 -4.4225 -0.171 0.141 0.081
C -4.5761 1.9385 -4.2783 0.350 0.069 0.727
C -2.1903 1.7326 -0.9044 0.074 -0.005 0.195
C -1.1456 1.2056 -0.1728 -0.607 -0.681 -0.356
C -0.4569 -1.0129 1.7051 0.165 0.537 0.325
C -0.4216 -1.4422 3.0170 -0.039 -0.050 -0.371
H -0.3745 -2.5348 6.5578 -0.128 0.331 -0.062
H -0.3736 -1.0375 5.5129 -0.082 -0.091 0.268
H -1.6010 -3.9378 4.6048 0.146 -0.371 0.037
H -2.0107 -6.3784 4.9959 0.305 -0.042 0.074
H -0.0855 -7.8729 5.5932 0.057 0.374 0.000
H 2.2105 -6.9071 5.8292 -0.283 0.092 -0.104
H 2.5825 -4.4644 5.3557 -0.277 -0.261 0.028
H 2.6336 -2.9581 2.9939 -0.112 0.315 -0.101
H 2.7850 -1.6578 0.8441 -0.117 0.026 0.152
H 1.9089 -0.2724 -0.7183 0.094 0.010 -0.207
H 1.1469 0.8247 -2.6712 -0.149 0.012 0.056
H -0.5321 2.2785 -3.8364 0.098 -0.199 0.298
H -1.4589 4.2842 -3.7652 -0.218 0.124 -0.224
H -3.2161 4.5836 -4.1834 0.374 -0.016 -0.140
H -4.8091 3.1766 -1.1076 -0.292 -0.063 -0.302
H -7.1678 2.4068 -1.4054 0.113 -0.148 -0.284
H -7.8199 1.2116 -3.5059 0.333 0.138 -0.038
H -6.1463 0.9292 -5.3463 0.036 0.191 0.272
H -3.8229 1.8561 -5.0660 -0.316 -0.076 0.175
H -3.1923 1.8285 -0.4830 0.532 0.483 0.129
H -1.2126 1.1760 0.9130 -0.117 -0.176 -0.349
H -1.4176 -0.7349 1.2776 0.342 0.075 0.092
H -1.2694 -1.3002 3.6905 0.035 -0.309 -0.486



49
Properties=species:S:1:pos:R:3:forces:R:3 method="wB97M-V/def2-TZVPD" gap_ev=7.648 de_lowest_kj_mol=606.0 smiles="COc1cccnc1N[C@@H]1C[C@@H](C)N(C(=O)c2nccnc2-n2cccn2)C1" multiplicity=1 homo_ev=-7.738 energy_ev=-34565.578
O -2.7205 0.2480 1.0023 1.298 -0.979 -0.098
N -1.5031 1.5359 3.6290 -0.585 0.802 -1.671
N -1.4046 -2.5578 2.0538 0.548 2.527 -1.713
N -2.0849 -1.8995 4.5560 -0.729 -1.675 -0.174
N 0.6632 1.8516 -3.8357 0.149 -0.562 -4.478
O 2.0653 -1.5783 -3.8984 -0.416 1.406 0.687
C -1.6133 -0.2577 1.2548 -0.044 3.646 -1.980
C -1.9321 2.6087 4.2718 -0.418 -1.247 2.009
C -2.7967 2.1763 5.4025 0.874 2.169 -1.722
C -2.9724 0.8848 5.1413 -1.344 -3.335 2.262
C -1.4847 -3.5228 2.9218 -1.356 -1.079 1.045
C -1.9382 -3.2683 4.1934 0.583 5.532 -0.914
C 0.5301 2.0764 -5.2288 1.886 -0.255 1.566
C -1.6779 -1.2556 2.3466 1.630 -2.341 -0.240
C -2.0175 -0.9215 3.6516 0.286 0.196 1.095
C 1.1788 0.6405 -3.5464 -2.126 0.429 0.461
C 1.0336 1.2409 -6.2195 0.120 0.580 1.487
C 1.6676 0.0594 -5.8034 -0.611 -2.419 0.847
C 1.6307 -0.3785 -4.4621 0.499 2.002 -0.940
N -2.2527 0.4939 4.0572 0.720 -1.602 0.838
N -0.4451 0.3051 0.6082 -4.892 -1.790 1.875
N 0.9499 0.2888 -2.2610 0.593 -0.250 1.280
C 3.0365 -2.2966 -4.6245 -0.790 -1.564 -0.171
C 1.3276 -0.1813 2.3628 1.807 2.819 -0.660
C -0.7099 1.1661 -0.5857 -0.938 -1.236 0.774
C 1.6338 1.0697 0.0290 -0.241 -1.239 -0.638
C 0.9179 -0.0806 0.8647 0.119 -0.017 -0.996
C 0.6586 1.2699 -1.1737 0.550 1.133 -1.224
H -1.6357 3.6283 4.0259 0.295 -0.570 0.037
H -3.1884 2.7516 6.2397 0.029 -0.167 -0.529
H -3.4734 0.1221 5.8220 0.618 1.061 -1.427
H -1.3685 -4.5742 2.6274 0.331 0.551 -0.280
H -2.1170 -3.9975 4.9011 -0.287 -1.131 1.604
H 0.2591 3.0584 -5.5861 -0.608 0.212 0.576
H 1.0588 1.6249 -7.2328 -0.111 -0.454 -0.003
H 1.9438 -0.7061 -6.5281 0.355 0.450 -0.143
H 1.2781 -0.6534 -2.0914 -0.013 0.246 0.812
H 3.8978 -1.6994 -4.8572 0.671 0.236 0.243
H 2.5173 -2.4837 -5.5444 0.318 -0.771 -0.947
H 3.2759 -3.3138 -4.1350 -0.397 1.956 -0.466
H 2.4210 0.2204 2.4690 -1.619 -1.349 -0.291
H 0.8196 0.5725 2.9825 -0.398 -0.168 -0.479
H 1.1826 -1.1144 2.8403 0.108 -1.103 0.151
H -1.0080 2.1494 -0.2173 -0.230 -0.022 -0.058
H -1.5244 0.7958 -1.3103 1.319 0.252 1.309
H 1.8370 2.0119 0.5658 -0.291 -0.605 0.090
H 2.5530 0.6458 -0.3743 0.286 0.396 0.174
H 0.9563 -1.0745 0.3102 1.167 0.878 0.825
H 0.5753 2.3185 -1.6143 1.286 -1.548 0.192



49
Properties=species:S:1:pos:R:3:forces:R:3 method="wB97M-V/def2-TZVPD" gap_ev=8.549 de_lowest_kj_mol=219.2 smiles="Cc1ccc(OCCC(=O)N[C@@H](Cc2coc3ccccc23)B(O)O)cc1" multiplicity=1 homo_ev=-8.135 energy_ev=-33502.009
O -0.2784 0.3939 0.3880 1.016 1.629 0.580
O -1.0367 0.9266 -2.3508 -0.392 0.414 0.112
O -1.1117 -0.7987 -4.0702 -1.614 2.096 0.098
O 2.0846 -2.7193 -5.4265 1.060 0.880 -1.479
O -3.6003 0.4965 2.8746 1.393 0.744 1.620
B -0.7314 -0.3192 -2.8343 -0.173 0.726 -0.803
C -1.0647 -0.5073 0.3602 -2.332 -3.042 -1.700
C 1.2980 -3.1868 -4.4563 -0.787 0.873 3.153
C 1.4981 -2.4664 -3.2871 -2.397 -1.893 0.708
C 4.2994 0.1771 -4.6313 0.278 -0.546 -1.016
C 4.0969 0.2326 -3.2742 0.309 0.113 0.512
C -1.4794 1.7950 3.1712 0.074 -1.675 -2.446
C -2.9134 1.4307 5.0525 0.129 -0.365 -1.486
C 3.7625 -0.7466 -5.4969 -2.078 -1.568 1.027
C 3.2137 -0.6207 -2.7265 -1.470 -1.137 -0.017
C -0.5620 2.3580 4.0123 -0.898 0.319 1.945
C -2.0497 2.1298 5.8968 0.582 -0.097 -0.154
C -2.6203 1.2005 3.6638 -1.457 0.328 1.036
C 2.8086 -1.6440 -4.9129 0.503 0.213 0.919
C 2.5008 -1.5349 -3.5393 1.460 1.212 -0.998
C -0.7907 2.5143 5.3924 0.634 -0.497 -0.956
N -1.0920 -1.3460 -0.7690 -0.598 -0.326 0.339
C 0.3362 2.9913 6.2859 -0.228 0.330 0.611
C -3.2311 0.1111 1.5789 0.092 0.755 -1.218
C -2.0647 -0.8355 1.4531 0.701 -1.247 0.660
C 0.5762 -2.4723 -2.0327 0.000 -3.129 -1.995
C -0.0439 -1.1624 -1.7789 1.682 -0.059 1.393
H -0.8024 1.0141 -1.3873 -0.037 0.020 -1.275
H -1.7859 -0.1222 -4.4040 1.356 -1.347 0.186
H 0.5346 -3.9854 -4.5561 0.963 0.697 -0.730
H 5.0050 0.8440 -4.9951 1.188 1.197 -1.005
H 4.6858 0.8950 -2.6501 -0.151 0.102 -0.149
H -1.1577 1.5872 2.1119 -0.482 0.607 1.177
H -3.8130 0.9776 5.4074 -0.564 0.032 0.368
H 3.9400 -0.7951 -6.5422 0.442 0.169 -0.663
H 3.0252 -0.6265 -1.6850 -0.132 0.044 0.978
H 0.3202 2.7128 3.5796 1.432 0.400 -0.405
H -2.2936 2.3676 6.9595 0.084 -0.568 -0.985
H -1.8609 -1.9843 -1.1615 1.313 1.438 1.830
H 1.4095 2.8184 6.0629 -0.910 -0.581 -0.468
H 0.2880 4.0589 6.3487 -0.106 0.940 0.117
H 0.1431 2.6476 7.3015 0.170 -0.128 0.064
H -2.9979 0.9741 0.9290 -0.372 0.105 0.368
H -4.0771 -0.4162 1.1334 -0.283 0.449 0.300
H -1.4770 -0.8309 2.3652 0.127 0.184 0.298
H -2.4522 -1.8666 1.4001 0.370 0.298 -0.368
H 1.0372 -2.9211 -1.1395 0.187 0.485 -0.154
H -0.2667 -3.2005 -2.2458 0.839 0.474 -0.068
H 0.7912 -0.5458 -1.3754 -0.922 -0.070 0.140



26
Properties=species:S:1:pos:R:3:forces:R:3 method="wB97M-V/def2-TZVPD" gap_ev="2.741 / 6.842" total_charge=-1 de_lowest_kj_mol=0.0 multiplicity=2 homo_ev="0.691 / -3.497" energy_ev=-53650.938
C -1.2733 1.7711 -1.6409 0.563 0.120 0.936
Cu 0.1153 0.3682 -1.5287 -1.306 0.708 -1.116
N 1.0771 -1.1293 -2.2074 0.262 -0.305 -0.419
H -2.5883 0.9292 -3.6670 0.295 0.515 -0.933
H 2.0809 -0.9869 -2.1299 0.420 -0.123 -0.028
H -2.3431 1.3675 -4.2534 -0.501 -0.702 0.584
H -1.5447 2.3227 -2.5501 0.225 -0.187 0.441
H -0.8200 2.4611 -0.9069 -0.278 0.399 -0.090
H -2.1732 1.3727 -1.1383 -0.074 0.172 -0.288
H 0.8582 -2.0002 -1.7231 0.100 -0.323 0.052
H 0.8715 -1.2689 -3.1948 0.121 -0.169 -0.106
C 0.2773 1.4324 2.1256 0.478 0.304 -0.105
C 1.2401 0.6675 1.2452 -0.512 -1.431 -0.709
O 0.6135 -0.3894 0.4275 -0.256 0.119 2.012
C -0.3555 -1.2490 1.1202 0.826 1.162 -0.622
C 0.3645 -2.2426 1.9957 -0.200 -0.133 0.128
H -0.5677 1.8035 1.5551 -0.172 0.044 -0.068
H 0.8423 2.2849 2.5134 -0.155 0.084 0.058
H -0.0620 0.8571 2.9859 -0.052 -0.064 -0.042
H 1.7027 1.2787 0.4670 -0.022 0.184 0.267
H 2.0323 0.2210 1.8568 0.010 -0.016 -0.082
H -1.0387 -0.5824 1.6771 0.061 -0.551 -0.203
H -0.9007 -1.7549 0.3072 0.140 0.227 0.300
H 0.8925 -1.7759 2.8268 0.164 0.136 -0.083
H -0.3543 -2.9216 2.4424 -0.234 -0.251 0.091
H 1.0531 -2.8364 1.3945 0.097 0.083 0.026



65
Properties=species:S:1:pos:R:3:forces:R:3 method="wB97M-V/def2-TZVPD" gap_ev=9.564 de_lowest_kj_mol=6.5 smiles="C[C@H](NC(=O)c1nc[nH]c1C(=O)N[C@@H](Cc1ccccc1)C(=O)OCc1ccccc1)c1ccccc1" multiplicity=1 homo_ev=-8.967 energy_ev=-44680.823
C 0.3700 -0.4870 -4.7057 0.026 -0.084 0.252
H 1.2793 -0.7617 -5.2335 0.062 0.016 -0.083
H -0.2833 -1.3547 -4.6542 -0.064 -0.081 -0.017
H -0.1306 0.2992 -5.2670 -0.048 0.084 -0.102
C 0.7135 0.0059 -3.2996 0.179 -0.175 -0.077
N -0.5031 0.3112 -2.5796 -0.060 0.049 -0.227
C -0.7278 -0.0412 -1.3086 0.026 0.047 -0.206
O 0.0795 -0.6720 -0.6275 0.224 -0.140 0.076
C -2.0488 0.3913 -0.8256 -0.622 0.041 0.674
C -2.6741 0.2313 0.4020 0.193 0.056 -0.464
N -3.8944 0.8242 0.2595 0.180 -0.136 0.173
C -3.9729 1.3091 -0.9945 -0.068 0.062 -0.081
N -2.8854 1.0677 -1.6713 0.074 0.085 -0.310
H -4.8267 1.8282 -1.3821 -0.224 0.094 0.021
H -4.5699 0.8491 1.0101 0.021 -0.007 -0.027
C -2.3606 -0.3881 1.7090 0.276 -0.100 0.105
O -3.1972 -0.3765 2.6012 -0.240 0.077 0.059
N -1.1362 -0.9176 1.8011 0.075 -0.095 0.000
C -0.7000 -1.6545 2.9535 0.019 -0.069 0.161
C 0.6163 -1.1041 3.4954 -0.179 -0.253 0.115
O 1.3259 -1.6871 4.2729 -0.043 -0.019 0.019
O 0.8766 0.0932 2.9862 0.028 0.391 -0.220
C 2.1078 0.7131 3.3494 0.528 -0.085 0.315
C 2.4725 1.7512 2.3239 -0.189 -0.027 0.030
C 3.2441 2.8458 2.6928 -0.049 -0.133 0.030
C 3.5972 3.8002 1.7553 0.075 0.063 0.004
C 3.1686 3.6774 0.4443 0.023 0.071 -0.037
C 2.3951 2.5913 0.0738 0.012 -0.002 -0.060
C 2.0568 1.6254 1.0050 -0.003 -0.042 0.087
H 1.4637 0.7749 0.7078 -0.085 -0.063 -0.051
H 2.0558 2.4920 -0.9454 -0.030 -0.007 -0.141
H 3.4350 4.4252 -0.2880 0.020 0.073 -0.064
H 4.2017 4.6449 2.0516 0.043 0.073 0.028
H 3.5710 2.9486 3.7177 0.017 0.034 0.127
H 2.8844 -0.0613 3.4197 -0.176 0.157 0.021
H 1.9998 1.1672 4.3416 0.025 -0.094 -0.137
C -0.5438 -3.1520 2.6139 -0.156 0.222 0.167
C -1.8617 -3.6836 2.1320 0.108 -0.083 -0.022
C -2.2025 -3.5918 0.7881 -0.008 -0.080 0.016
C -3.4472 -4.0065 0.3491 -0.050 0.018 -0.112
C -4.3653 -4.5198 1.2489 -0.106 -0.026 -0.017
C -4.0324 -4.6173 2.5891 -0.094 -0.026 0.050
C -2.7896 -4.1974 3.0277 0.053 -0.002 -0.044
H -2.5357 -4.2662 4.0757 0.035 -0.010 0.128
H -4.7457 -5.0164 3.2953 -0.053 -0.033 0.057
H -5.3380 -4.8422 0.9068 -0.069 -0.031 -0.023
H -3.7021 -3.9264 -0.6982 -0.014 -0.006 -0.078
H -1.4886 -3.1913 0.0822 0.099 0.040 -0.073
H -0.2038 -3.6732 3.5087 0.054 -0.009 -0.069
H 0.2158 -3.2524 1.8361 0.062 -0.047 0.030
H -1.4706 -1.5342 3.7276 0.211 -0.019 -0.094
H -0.5270 -0.8979 0.9759 -0.178 0.091 0.022
H -1.2406 0.8297 -3.0367 -0.038 -0.055 0.063
C 1.6382 1.2022 -3.3762 0.093 -0.068 0.134
C 1.1456 2.4699 -3.6605 0.047 -0.072 0.018
C 2.0042 3.5520 -3.7471 -0.078 0.080 -0.027
C 3.3646 3.3787 -3.5574 0.088 0.040 0.015
C 3.8632 2.1180 -3.2771 0.090 0.021 -0.023
C 3.0038 1.0373 -3.1857 -0.108 -0.014 -0.058
H 3.3948 0.0567 -2.9567 0.035 -0.124 0.054
H 4.9224 1.9766 -3.1225 0.091 -0.008 0.028
H 4.0334 4.2238 -3.6255 0.055 0.071 0.001
H 1.6086 4.5337 -3.9630 -0.029 0.080 -0.016
H 0.0857 2.6191 -3.8073 -0.126 0.038 0.001
H 1.2107 -0.7906 -2.7343 -0.062 0.153 -0.121



53
Properties=species:S:1:pos:R:3:forces:R:3 method="wB97M-V/def2-TZVPD" gap_ev="4.130 / 5.305" total_charge=-2 de_lowest_kj_mol=131.0 multiplicity=6 homo_ev="-0.005 / -1.212" energy_ev=-115878.373
Mn 0.3624 -0.2497 0.4817 -2.019 -0.065 1.534
S -1.8759 0.3236 0.3687 -1.292 0.642 -0.239
C -3.4088 -0.4247 0.0036 0.634 -1.534 0.457
C -4.3743 0.4721 -0.4647 -0.895 0.808 -0.429
N -5.1612 1.2202 -0.8578 -0.066 0.067 -0.001
C -3.7866 -1.7466 0.1781 1.359 1.075 0.121
S -2.8211 -3.0642 0.6968 0.162 -0.564 -0.026
C -5.1307 -2.0874 -0.0317 -1.461 -0.422 -0.160
N -6.2251 -2.4448 -0.1231 -0.001 0.112 -0.120
O 0.5568 1.7795 1.7316 0.351 0.920 -0.795
C 0.9029 2.3888 0.6888 -0.709 -2.240 0.432
N 0.9437 1.7488 -0.4969 0.220 1.980 -0.372
S 1.5232 2.7359 -1.6651 0.172 -0.909 -0.898
O 0.5876 2.9451 -2.7471 -0.014 0.214 0.587
O 2.8394 2.3068 -2.1112 -0.347 0.576 0.480
C 1.6718 4.1873 -0.6427 -0.495 -0.952 1.144
C 2.0806 5.4592 -0.9301 0.226 0.597 -0.081
C 2.1153 6.3924 0.1067 -0.232 -0.545 0.241
C 1.7398 6.0077 1.4032 0.319 0.760 -0.497
C 1.3327 4.7254 1.6881 -0.238 -1.089 -0.445
C 1.2890 3.7854 0.6475 0.781 2.380 -0.296
H 2.3716 5.7206 -1.9380 0.012 0.074 -0.042
H 2.4231 7.4093 -0.0896 0.032 0.065 0.005
H 1.7767 6.7458 2.1940 -0.013 0.022 0.046
H 1.0443 4.4353 2.6890 -0.008 -0.064 0.011
C 2.6762 -0.8030 -1.5011 0.723 0.002 0.180
C 2.1620 -0.5390 -0.0972 0.751 -0.599 -2.165
O 2.9009 -0.3931 0.8496 2.031 -0.023 1.143
H 3.5748 -1.4202 -1.4484 0.285 -0.078 -0.160
H 2.9239 0.1732 -1.9273 0.066 -0.204 -0.054
H 1.9280 -1.2834 -2.1299 -0.034 -0.001 0.038
S 1.1585 -4.9061 0.5977 -0.267 0.483 -0.318
C 0.8986 -3.2631 1.1200 -0.668 0.345 -1.665
N 0.3696 -2.4627 0.2186 0.537 -1.324 2.261
C 0.1181 -3.1130 -0.9436 -0.043 -1.040 -1.145
C -0.4358 -2.5440 -2.1008 0.141 0.086 0.507
C -0.5740 -3.3324 -3.2206 -0.080 0.178 -0.076
C -0.1884 -4.6726 -3.2238 0.221 -0.376 0.422
C 0.3420 -5.2623 -2.0799 -0.265 -0.067 -0.740
C 0.4871 -4.4783 -0.9575 0.165 0.603 0.661
H 1.1684 -2.9642 2.1105 0.000 0.331 0.283
H -0.7343 -1.4978 -2.0747 -0.026 -0.170 -0.047
H -0.9973 -2.9028 -4.1178 -0.022 0.030 -0.049
H -0.3014 -5.2626 -4.1230 -0.041 -0.040 -0.036
H 0.6279 -6.3045 -2.0613 0.020 -0.066 -0.090
N -1.0578 0.6059 3.8211 0.072 0.221 0.018
C -0.8919 -0.6043 3.1934 -0.582 -0.326 0.636
N -1.9179 -1.4943 3.2702 0.271 0.023 0.260
O 0.1923 -0.9145 2.7004 0.342 -0.042 -0.266
H -2.0100 0.9191 3.9416 0.099 -0.036 -0.189
H -0.4424 1.3033 3.4100 -0.103 -0.063 0.051
H -2.8448 -1.1464 3.4627 0.091 0.070 -0.138
H -1.9096 -2.2065 2.5291 -0.162 0.178 0.020